(1)
The following is a DFT calculation (ωB97M-V/def2-TZVPD) of a structure of composition C33H37ClO2Si2Zn in a non-equilibrium geometry.

Geometry as ORCA input:
```
! wB97M-V def2-TZVPD RIJCOSX def2/J DEFGRID3
* xyz 0 1
C -1.578 -0.675 5.719
C -2.332 -0.133 4.647
C -2.044 -0.886 3.464
H -3.087 0.654 4.729
C -1.072 -1.901 3.820
C -0.818 -1.765 5.228
H -0.236 -2.464 5.836
H -1.666 -0.382 6.768
H -2.579 -0.850 2.512
H -0.805 -2.745 3.181
Zn 0.110 -0.201 3.087
Si 1.468 0.019 -2.977
C 1.252 1.555 -4.025
C 2.164 2.057 -4.976
H 3.152 1.598 -5.086
C 1.785 3.120 -5.807
H 2.472 3.478 -6.579
C 0.531 3.729 -5.659
H 0.253 4.581 -6.282
C -0.369 3.232 -4.711
H -1.351 3.687 -4.583
C -0.021 2.136 -3.923
H -0.754 1.726 -3.222
C 1.541 -1.375 -4.188
C 0.609 -1.298 -5.238
H 0.094 -0.357 -5.450
C 0.303 -2.433 -5.988
H -0.467 -2.366 -6.757
C 0.962 -3.639 -5.730
H 0.674 -4.539 -6.275
C 1.990 -3.677 -4.776
H 2.546 -4.603 -4.624
C 2.290 -2.549 -4.003
H 3.083 -2.581 -3.251
H 0.208 -0.301 -2.283
Si 0.195 0.043 0.675
C -0.476 -1.569 0.027
C -1.658 -1.581 -0.746
H -2.057 -0.649 -1.147
C -2.345 -2.772 -0.997
H -3.288 -2.752 -1.554
C -1.832 -3.989 -0.528
H -2.373 -4.923 -0.707
C -0.639 -4.004 0.215
H -0.236 -4.946 0.606
C 0.045 -2.806 0.469
H 0.986 -2.832 1.026
C -0.894 1.459 0.150
C -2.199 1.536 0.684
H -2.544 0.776 1.383
C -3.063 2.575 0.339
H -4.041 2.633 0.826
C -2.661 3.517 -0.616
H -3.336 4.328 -0.884
C -1.389 3.441 -1.196
H -1.088 4.163 -1.962
C -0.504 2.441 -0.783
H 0.499 2.415 -1.214
H 2.472 0.151 -1.888
Cl 2.216 0.368 0.642
C 2.349 -1.714 4.722
O 1.830 -0.468 4.228
C 2.494 0.698 4.784
C 1.519 1.854 4.904
O 0.435 1.690 3.956
C -0.653 2.593 4.197
H 1.887 -2.531 4.150
H 2.092 -1.836 5.790
H 3.444 -1.732 4.607
H 2.918 0.441 5.767
H 3.293 0.962 4.076
H 2.023 2.809 4.711
H 1.113 1.899 5.922
H -1.417 2.414 3.437
H -1.104 2.408 5.180
H -0.320 3.637 4.147
*
```

HOMO-LUMO gap in eV: 6.74
Energy above the lowest of the compared OMol25 structures with the same formula, charge and spin in kcal/mol: 0.0
E_HOMO in eV: -6.46
LUMO in eV: 0.28
Calculated total energy in eV: -115610.9446

=====

(2)
The following is a DFT calculation (ωB97M-V/def2-TZVPD) of a structure of composition C33H37CsN2O3P2S2.

Geometry as ORCA input:
```
! wB97M-V def2-TZVPD RIJCOSX def2/J DEFGRID3
* xyz 0 1
Cs -1.166 1.235 -0.311
C -6.654 -1.672 -0.762
P -4.848 -1.784 -0.410
C -4.880 -1.745 1.430
C -4.290 -0.032 -0.712
C -5.245 1.102 -0.345
P -4.389 2.746 -0.274
C -5.864 3.846 -0.298
C -4.009 2.813 1.527
H -7.114 -2.633 -0.529
H -6.809 -1.484 -1.826
H -7.158 -0.895 -0.185
H -5.240 -2.704 1.805
H -5.520 -0.955 1.830
H -3.863 -1.596 1.801
H -4.015 0.042 -1.769
H -3.373 -0.012 -0.120
H -5.735 0.924 0.617
H -6.030 1.174 -1.101
H -6.613 3.511 0.425
H -6.307 3.848 -1.294
H -5.574 4.869 -0.055
H -4.910 2.679 2.127
H -3.557 3.776 1.767
H -3.287 2.037 1.788
O -1.313 -0.043 2.272
S -0.084 -0.805 2.073
O 1.138 -0.090 2.399
N -0.157 -1.268 0.574
C 0.898 -1.901 -0.042
C 1.878 -2.651 0.588
C 2.902 -3.292 -0.127
C 2.993 -3.194 -1.485
C 2.026 -2.434 -2.182
C 2.069 -2.282 -3.586
C 1.121 -1.533 -4.219
C 0.119 -0.928 -3.432
N 0.044 -1.042 -2.132
C 0.977 -1.790 -1.480
C -0.152 -2.208 3.162
C -0.949 -3.288 2.810
C -1.011 -4.387 3.652
C -0.279 -4.398 4.833
C 0.519 -3.313 5.173
C 0.588 -2.211 4.334
H 1.862 -2.750 1.665
H 3.640 -3.868 0.419
H 3.790 -3.681 -2.033
H 2.863 -2.767 -4.141
H 1.125 -1.400 -5.293
H -0.646 -0.323 -3.912
H -1.492 -3.261 1.873
H -1.623 -5.239 3.386
H -0.325 -5.258 5.488
H 1.090 -3.331 6.092
H 1.212 -1.357 4.562
O 1.285 2.104 -0.902
S 2.374 2.063 -1.927
C 3.597 0.918 -1.288
C 4.668 0.556 -2.095
C 5.647 -0.272 -1.573
C 5.538 -0.736 -0.267
C 4.446 -0.388 0.511
C 3.458 0.446 0.004
C 3.336 3.557 -1.677
C 4.075 4.077 -2.725
C 4.835 5.221 -2.509
C 4.833 5.829 -1.263
C 4.071 5.302 -0.225
C 3.316 4.159 -0.428
H 4.736 0.921 -3.113
H 6.491 -0.564 -2.185
H 6.302 -1.390 0.134
H 4.341 -0.775 1.517
H 2.591 0.701 0.602
H 4.059 3.603 -3.699
H 5.420 5.638 -3.317
H 5.423 6.722 -1.100
H 4.069 5.783 0.744
H 2.713 3.732 0.362
*
```

HOMO-LUMO gap in eV: 7.24
Energy above the lowest of the compared OMol25 structures with the same formula, charge and spin in kcal/mol: 4.5
E_HOMO in eV: -7.04
LUMO in eV: 0.19
Calculated total energy in eV: -84740.6570

=====

(3)
The following is a DFT calculation (ωB97M-V/def2-TZVPD) of a cluster of 4 separate species, C33H37F2N6O8 in total in a non-equilibrium geometry.

Geometry as ORCA input:
```
! wB97M-V def2-TZVPD RIJCOSX def2/J DEFGRID3
* xyz 1 1
C -0.207 -0.029 2.455
C -0.184 -0.794 1.005
C -1.432 -0.422 0.005
C -1.217 -1.275 -1.384
C -1.164 -0.331 -2.746
C 0.305 0.373 -3.002
N 0.281 1.712 -2.229
N 0.899 1.582 -1.039
C 0.807 2.845 -0.315
C 0.156 4.250 -0.705
C -0.526 4.290 -2.181
C -1.167 5.683 -2.718
O -2.202 5.877 -3.531
N -0.535 6.974 -2.152
C -1.272 7.366 -0.855
O -2.606 7.203 -0.684
F -0.487 7.915 0.306
C -0.375 2.845 -2.870
C -1.012 2.710 -4.388
C 0.020 3.175 -5.592
C 0.859 4.550 -5.270
F 0.937 2.113 -6.061
H 0.929 0.168 2.755
H -0.729 1.019 2.456
H -0.626 -0.771 3.286
H 0.849 -0.594 0.489
H -0.244 -1.959 1.236
H -1.524 0.738 -0.147
H -2.422 -0.763 0.567
H -2.120 -2.035 -1.451
H -0.185 -1.855 -1.277
H -1.533 -1.000 -3.632
H -1.945 0.558 -2.586
H 0.610 0.487 -4.122
H 1.098 -0.390 -2.538
H 1.335 2.810 0.758
H 0.215 5.159 0.028
H -0.780 7.761 -2.809
H -1.925 3.478 -4.454
H -1.482 1.673 -4.643
H -0.683 3.436 -6.521
H 1.756 4.582 -6.057
H 1.362 4.585 -4.212
H 0.213 5.523 -5.512
C 4.946 -3.482 3.759
C 4.785 -2.103 3.898
C 4.169 -1.365 2.886
C 3.712 -2.022 1.735
C 3.880 -3.406 1.590
C 4.500 -4.133 2.608
N 3.041 -1.256 0.678
O 2.929 -0.031 0.836
O 2.622 -1.877 -0.308
H 5.422 -4.054 4.554
H 5.136 -1.603 4.798
H 4.050 -0.291 3.009
H 3.534 -3.928 0.700
H 4.632 -5.208 2.506
C -4.969 5.547 0.795
C -5.665 4.804 1.749
C -5.540 3.414 1.782
C -4.707 2.775 0.852
C -4.013 3.518 -0.112
C -4.148 4.907 -0.137
N -4.551 1.316 0.898
O -5.197 0.693 1.754
O -3.781 0.792 0.081
H -5.065 6.631 0.777
H -6.303 5.309 2.471
H -6.089 2.849 2.532
H -3.367 3.035 -0.842
H -3.611 5.493 -0.879
C 0.838 -9.518 3.715
C 2.172 -9.876 3.512
C 3.005 -9.061 2.742
C 2.491 -7.883 2.183
C 1.151 -7.526 2.379
C 0.326 -8.350 3.148
N 3.369 -7.010 1.394
O 4.544 -7.371 1.228
O 2.887 -5.961 0.944
H 0.193 -10.153 4.320
H 2.563 -10.788 3.956
H 4.042 -9.354 2.594
H 0.738 -6.617 1.946
H -0.715 -8.079 3.308
*
```

HOMO-LUMO gap in eV: 5.96
E_HOMO in eV: -11.54
LUMO in eV: -5.58
Calculated total energy in eV: -65549.6933

=====

(4)
The following is a DFT calculation (ωB97M-V/def2-TZVPD) of a structure of composition C33H37N10O2S2Ti in a non-equilibrium geometry.

Geometry as ORCA input:
```
! wB97M-V def2-TZVPD RIJCOSX def2/J DEFGRID3
* xyz 3 1
Ti 0.401 0.017 0.015
C 0.639 -2.712 1.154
C -0.240 -3.429 0.149
C -0.289 -2.878 -1.245
C -0.368 -3.750 -2.315
C -0.594 -3.262 -3.592
C -0.780 -1.901 -3.755
C -0.667 -1.088 -2.652
N -0.389 -1.541 -1.414
N 0.109 -1.400 1.685
C -1.328 -1.461 2.073
C -2.226 -0.948 0.984
C -3.548 -1.331 0.885
C -4.357 -0.741 -0.072
C -3.815 0.241 -0.890
C -2.483 0.565 -0.748
N -1.690 -0.024 0.168
C 0.932 -1.058 2.877
C 2.151 -0.286 2.499
C 3.255 -0.218 3.323
C 4.216 0.749 3.073
C 4.022 1.630 2.020
C 2.925 1.465 1.208
N 2.013 0.495 1.412
H 0.778 -3.381 2.002
H 1.622 -2.522 0.720
H 0.103 -4.461 0.106
H -1.269 -3.482 0.516
H -0.275 -4.813 -2.137
H -0.641 -3.935 -4.439
H -0.983 -1.466 -4.724
H -0.794 -0.022 -2.765
H -1.613 -2.460 2.401
H -1.467 -0.793 2.921
H -3.941 -2.086 1.554
H -5.392 -1.040 -0.178
H -4.412 0.741 -1.641
H -2.022 1.331 -1.353
H 0.350 -0.390 3.510
H 1.171 -1.947 3.458
H 3.338 -0.886 4.171
H 5.090 0.829 3.707
H 4.719 2.431 1.819
H 2.756 2.128 0.373
N 7.608 2.274 -2.553
C 6.327 1.919 -2.394
C 5.334 2.401 -3.284
C 4.027 2.041 -3.135
C 3.663 1.195 -2.069
C 4.633 0.683 -1.192
C 5.943 1.044 -1.349
S 2.069 0.606 -2.008
O 2.037 -0.546 -1.029
O 1.593 0.362 -3.328
N 0.869 1.445 -1.157
C 0.514 2.769 -1.559
N -0.673 3.205 -1.181
C -0.977 4.449 -1.566
C -0.119 5.229 -2.315
C 1.084 4.647 -2.670
N 1.404 3.411 -2.288
H 7.898 2.851 -3.323
H 8.332 1.887 -1.971
H 5.623 3.042 -4.108
H 3.281 2.382 -3.838
H 4.363 -0.037 -0.432
H 6.701 0.633 -0.693
H -1.951 4.819 -1.265
H -0.379 6.233 -2.621
H 1.816 5.173 -3.272
C -0.896 3.744 4.303
N -1.813 3.563 3.182
C -3.156 4.173 3.199
C -3.769 3.714 1.865
N -2.741 2.787 1.363
C -1.645 2.784 2.127
S -0.186 1.905 1.869
H -1.109 3.031 5.101
H -1.023 4.751 4.693
H 0.129 3.616 3.970
H -3.067 5.254 3.274
H -3.715 3.814 4.062
H -3.917 4.543 1.175
H -4.716 3.201 2.000
H -2.713 2.477 0.410
*
```

HOMO-LUMO gap in eV: 5.96
Energy above the lowest of the compared OMol25 structures with the same formula, charge and spin in kcal/mol: 17.5
E_HOMO in eV: -15.15
LUMO in eV: -9.19
Calculated total energy in eV: -98584.0145

=====

(5)
The following is a DFT calculation (ωB97M-V/def2-TZVPD) of a structure of composition C33H37N2OPtS3Si in a non-equilibrium geometry.

Geometry as ORCA input:
```
! wB97M-V def2-TZVPD RIJCOSX def2/J DEFGRID3
* xyz 3 1
Pt -0.959 0.101 0.891
S -1.380 -2.108 0.210
C -0.003 -2.424 -0.811
N 0.017 -3.632 -1.438
C 1.182 -3.993 -2.215
C 1.737 -2.740 -2.888
N 2.036 -1.760 -1.872
C 3.290 -1.060 -1.858
C 3.433 0.104 -2.816
C 4.435 1.039 -2.526
C 4.625 2.135 -3.342
C 3.854 2.288 -4.489
C 2.850 1.368 -4.776
C 2.652 0.273 -3.956
C 1.060 -1.517 -0.961
S 1.215 -0.037 -0.052
C -0.977 -4.653 -1.192
C -0.595 -5.495 0.013
C -1.182 -5.241 1.249
C -0.927 -6.067 2.328
C -0.024 -7.117 2.190
C 0.567 -7.374 0.961
C 0.308 -6.549 -0.119
H 0.903 -4.723 -2.978
H 1.943 -4.449 -1.571
H 0.976 -2.344 -3.575
H 2.639 -2.970 -3.454
H 4.082 -1.775 -2.113
H 3.489 -0.706 -0.842
H 5.055 0.901 -1.653
H 5.386 2.859 -3.100
H 4.061 3.092 -5.179
H 2.243 1.494 -5.657
H 1.888 -0.439 -4.221
H -1.048 -5.285 -2.080
H -1.950 -4.188 -1.021
H -1.882 -4.427 1.356
H -1.428 -5.901 3.269
H 0.240 -7.712 3.053
H 1.224 -8.222 0.842
H 0.772 -6.763 -1.069
O -2.348 1.753 0.430
S -1.530 2.821 -0.263
C -2.695 3.999 -0.956
C -2.121 5.003 -1.724
C -2.930 6.021 -2.192
C -4.291 5.995 -1.922
C -4.844 4.978 -1.155
C -4.049 3.944 -0.683
C -0.950 3.783 1.148
C -1.860 4.104 2.141
C -1.411 4.780 3.263
C -0.070 5.115 3.380
C 0.826 4.791 2.372
C 0.389 4.118 1.241
H -1.061 4.991 -1.933
H -2.498 6.819 -2.774
H -4.927 6.764 -2.336
H -5.896 4.992 -0.918
H -4.469 3.135 -0.105
H -2.897 3.827 2.028
H -2.117 5.054 4.030
H 0.276 5.643 4.254
H 1.867 5.057 2.458
H 1.070 3.880 0.440
C -0.103 -2.211 3.551
Si -0.575 -0.385 3.267
C -2.385 0.090 3.651
C 0.807 0.893 3.578
H 0.125 -2.339 4.607
H 0.775 -2.529 2.995
H -0.920 -2.885 3.311
H -2.611 -0.188 4.677
H -3.116 -0.421 3.026
H -2.557 1.159 3.560
H 0.880 1.055 4.651
H 0.625 1.864 3.120
H 1.780 0.542 3.244
*
```

HOMO-LUMO gap in eV: 4.21
Energy above the lowest of the compared OMol25 structures with the same formula, charge and spin in kcal/mol: 44.8
E_HOMO in eV: -16.02
LUMO in eV: -11.81
Calculated total energy in eV: -83452.4596

=====

(6)
The following is a DFT calculation (ωB97M-V/def2-TZVPD) of a structure of composition C33H38AsClCoN2O2S2Sb in a non-equilibrium geometry.

Geometry as ORCA input:
```
! wB97M-V def2-TZVPD RIJCOSX def2/J DEFGRID3
* xyz 0 5
Co 1.250 1.118 0.997
S -0.802 2.083 0.353
C -0.322 3.773 0.401
C -1.097 4.675 -0.377
N -1.808 5.305 -1.011
C 0.894 4.197 0.885
S 2.030 3.198 1.718
C 1.263 5.523 0.764
N 1.503 6.644 0.888
C -3.694 1.694 -4.099
C -2.880 2.518 -3.062
C -3.706 2.583 -1.752
Sb -0.909 1.692 -2.571
C 0.245 2.094 -4.417
C 0.420 0.732 -5.058
C -0.349 3.289 -5.213
C -1.658 -0.338 -2.545
C -0.849 -1.179 -1.561
C -1.904 -0.991 -3.897
H -4.535 2.369 -4.297
H -4.041 0.810 -3.553
H -3.241 1.353 -5.040
H -2.560 3.495 -3.373
H -3.757 1.728 -1.065
H -4.697 2.887 -2.111
H -3.420 3.423 -1.171
H 1.151 2.487 -3.975
H -0.507 0.363 -5.492
H 0.835 0.001 -4.418
H 1.140 0.757 -5.796
H -1.360 3.096 -5.622
H 0.326 3.613 -6.041
H -0.511 4.203 -4.565
H -2.625 -0.193 -2.097
H 0.113 -1.585 -1.873
H -1.414 -2.030 -1.130
H -0.623 -0.568 -0.645
H -1.005 -1.445 -4.254
H -2.280 -0.230 -4.578
H -2.680 -1.693 -3.829
C 1.376 -4.765 -0.090
C 2.462 -3.945 0.150
C 2.328 -2.897 1.011
C 1.102 -2.684 1.639
C 0.022 -3.482 1.305
C 0.134 -4.543 0.484
As 0.887 -1.063 2.598
C -0.821 -1.108 3.492
C -1.129 -2.028 4.459
C -2.277 -1.807 5.229
C -3.190 -0.766 4.968
C -2.850 0.166 3.988
C -1.645 -0.017 3.277
C 2.088 -1.203 4.142
C 2.954 -0.164 4.405
C 3.760 -0.212 5.533
C 3.785 -1.348 6.333
C 2.923 -2.388 6.049
C 2.105 -2.384 4.885
H 1.496 -5.692 -0.637
H 3.372 -4.246 -0.323
H 3.238 -2.348 1.249
H -0.930 -3.257 1.697
H -0.757 -5.171 0.345
H -0.495 -2.839 4.613
H -2.461 -2.533 6.012
H -4.067 -0.671 5.619
H -3.542 0.948 3.710
H -1.297 0.798 2.685
H 2.844 0.807 3.921
H 4.542 0.555 5.694
H 4.500 -1.518 7.093
H 2.930 -3.256 6.722
H 1.500 -3.231 4.661
Cl 3.660 -1.414 -3.495
C 3.755 -0.748 -1.890
C 2.662 0.113 -1.463
O 2.484 0.102 -0.154
O 1.982 0.716 -2.262
H 4.785 -0.314 -1.915
H 3.849 -1.613 -1.254
*
```

HOMO-LUMO gap (spin up / spin down) in eV: 7.25 / 6.22
Energy above the lowest of the compared OMol25 structures with the same formula, charge and spin in kcal/mol: 30.4
E_HOMO (spin up / spin down) in eV: -7.24 / -8.09
LUMO (spin up / spin down) in eV: 0.01 / -1.86
Calculated total energy in eV: -181105.9583
<S²>: 6.017